Below is a molecular structure, C35H49Br49N5O4 at a distorted geometry, with properties calculated with the ωB97M-V functional and the def2-TZVPD basis.

Last column: Löwdin charge in e.
CARTESIAN COORDINATES (ANGSTROEM)
C -0.93 9.32 -1.60  0.013
C 0.20 8.50 -2.17  -0.550
O 1.20 9.00 -2.54  0.148
O 0.03 7.17 -2.33  -0.022
C -0.59 6.45 -1.26  -0.189
C -0.53 4.95 -1.55  -0.166
C 0.79 4.49 -2.20  -0.189
C 0.69 3.01 -2.66  -0.184
C 1.28 2.06 -1.59  -0.215
C 0.91 0.57 -1.83  -0.202
C 2.10 -0.26 -2.39  -0.153
C 2.18 -1.71 -1.83  -0.150
N 3.42 -1.98 -1.10  0.110
C 3.62 -1.54 0.13  -0.309
N 4.74 -1.80 0.86  0.200
C 4.53 -1.23 2.06  -0.232
C 5.47 -1.28 3.23  -0.149
C 5.40 -2.57 4.08  -0.686
C 6.70 -2.75 4.90  -0.133
Br 5.08 -4.20 3.03  0.702
N 3.32 -0.59 2.09  -0.022
N 2.74 0.06 3.15  0.093
C 1.51 -0.56 3.57  -0.448
C 1.42 -2.06 3.51  0.004
O 0.62 0.14 3.94  0.027
C 2.62 1.52 2.98  -0.432
C 1.98 2.06 1.73  0.012
O 3.03 2.19 3.83  0.214
N 2.74 -0.78 0.84  0.230
H -1.73 9.44 -2.33  0.102
H -1.36 8.87 -0.70  0.073
H -0.54 10.31 -1.32  0.095
H -1.65 6.75 -1.17  0.121
H -0.10 6.70 -0.31  0.135
H -0.65 4.42 -0.59  0.115
H -1.36 4.67 -2.21  0.118
H 1.02 5.12 -3.06  0.112
H 1.61 4.58 -1.48  0.117
H -0.36 2.74 -2.76  0.097
H 1.25 2.84 -3.58  0.118
H 0.93 2.37 -0.59  0.077
H 2.38 2.17 -1.58  0.105
H 0.10 0.54 -2.57  0.042
H 0.51 0.14 -0.90  0.086
H 3.05 0.27 -2.27  0.115
H 1.90 -0.38 -3.46  0.054
H 2.13 -2.42 -2.66  0.067
H 1.33 -1.93 -1.17  0.109
H 4.15 -2.54 -1.50  0.170
H 5.17 -0.46 3.91  0.135
H 6.48 -1.04 2.89  0.021
H 4.55 -2.51 4.76  0.084
H 6.56 -2.32 5.90  0.057
H 7.55 -2.28 4.40  0.026
H 6.94 -3.81 5.00  0.067
H 2.33 -2.55 3.13  0.062
H 0.58 -2.32 2.86  -0.027
H 1.24 -2.43 4.53  0.079
H 1.08 1.51 1.45  0.083
H 1.69 3.10 1.94  0.113
H 2.70 2.08 0.91  0.093
H 1.84 -0.43 0.56  0.144
C -2.16 -1.51 3.55  -1.579
Br -2.47 -2.54 5.14  0.601
Br -1.61 -2.64 2.08  0.652
Br -3.64 -0.37 3.13  0.605
H -1.32 -0.85 3.76  -0.077
C 9.34 -1.03 8.05  -1.632
Br 9.89 -2.83 8.44  0.587
Br 9.68 -0.58 6.21  0.545
Br 7.50 -0.74 8.53  0.573
H 9.94 -0.37 8.67  -0.028
C -6.99 -2.56 2.39  -1.632
Br -7.40 -3.24 4.14  0.558
Br -6.21 -3.89 1.25  0.543
Br -8.54 -1.78 1.55  0.563
H -6.26 -1.78 2.51  -0.084
C 0.76 -3.02 -5.72  -1.580
Br -0.75 -2.94 -4.52  0.520
Br 1.37 -1.26 -6.16  0.605
Br 2.18 -4.11 -5.01  0.589
H 0.42 -3.50 -6.63  -0.091
C -0.33 -1.37 8.59  -1.610
Br 0.28 -3.14 9.04  0.591
Br 0.21 -0.88 6.80  0.592
Br -2.23 -1.18 8.82  0.585
H 0.15 -0.68 9.27  -0.025
C -2.14 -5.95 -6.30  -1.657
Br -3.94 -5.43 -5.87  0.592
Br -1.94 -7.85 -6.41  0.579
Br -1.52 -5.08 -7.90  0.611
H -1.51 -5.61 -5.48  -0.114
C -12.48 0.17 1.24  -1.644
Br -11.33 1.50 0.48  0.564
Br -12.43 -1.47 0.22  0.569
Br -12.07 -0.15 3.09  0.552
H -13.49 0.54 1.19  -0.029
C -8.85 5.72 7.50  -1.657
Br -10.43 5.69 8.60  0.578
Br -8.18 7.51 7.27  0.569
Br -7.49 4.54 8.19  0.546
H -9.13 5.35 6.53  -0.031
C 2.57 2.01 -9.00  -1.641
Br 0.95 3.03 -8.82  0.586
Br 3.49 1.85 -7.32  0.555
Br 2.24 0.30 -9.79  0.554
H 3.22 2.55 -9.67  -0.099
C 9.70 -1.74 1.78  -1.600
Br 8.32 -2.83 1.00  0.594
Br 8.94 -0.20 2.68  0.598
Br 10.82 -2.74 2.97  0.600
H 10.31 -1.36 0.98  -0.025
C -10.65 -5.47 5.54  -1.645
Br -12.28 -6.37 6.00  0.579
Br -9.68 -6.44 4.19  0.560
Br -10.97 -3.64 5.03  0.532
H -10.03 -5.45 6.43  -0.029
C 5.03 1.00 -13.13  -1.633
Br 3.40 0.15 -13.70  0.573
Br 4.69 2.58 -12.08  0.599
Br 6.19 -0.23 -12.21  0.578
H 5.55 1.33 -14.03  -0.030
C 0.48 -7.94 -2.89  -1.620
Br 1.30 -8.43 -4.56  0.572
Br 1.58 -8.41 -1.39  0.588
Br 0.01 -6.07 -2.88  0.528
H -0.44 -8.50 -2.81  -0.024
C -2.76 2.69 -10.43  -1.666
Br -2.30 0.84 -10.17  0.548
Br -2.67 3.19 -12.28  0.580
Br -4.47 3.12 -9.66  0.574
H -2.02 3.28 -9.91  -0.067
C -3.00 -1.28 -1.24  -1.610
Br -4.87 -1.70 -1.14  0.597
Br -1.96 -2.88 -1.50  0.496
Br -2.61 0.04 -2.59  0.632
H -2.72 -0.86 -0.29  -0.061
C -3.55 3.02 5.20  -1.613
Br -4.04 3.22 3.35  0.548
Br -4.94 2.21 6.24  0.575
Br -1.88 2.07 5.38  0.564
H -3.39 4.02 5.60  -0.027

Net charge ... +1
Spin multiplicity ... 1
F_max ... 0.0586 hartree/bohr
Gap between HOMO and LUMO ... 8.640 eV



Below is a molecular structure, C35H49ClN6O2SSeSr at a distorted geometry, with properties calculated with the ωB97M-V functional and the def2-TZVPD basis.

Last column: Löwdin charge in e.
CARTESIAN COORDINATES (ANGSTROEM)
Sr 0.82 0.68 -0.05  1.049
C -4.47 -2.48 2.53  -0.048
N -3.51 -1.62 3.18  -0.083
C -3.01 -0.46 2.64  -0.785
Se -3.46 0.27 1.04  0.675
N -2.11 0.00 3.54  0.112
C -1.99 -0.87 4.62  -0.185
C -1.19 -0.84 5.75  -0.004
C -1.34 -1.89 6.65  -0.099
C -2.25 -2.92 6.42  -0.109
C -3.05 -2.94 5.28  -0.025
C -2.90 -1.90 4.39  -0.176
H -4.78 -2.00 1.61  0.033
H -5.34 -2.63 3.17  0.089
H -4.03 -3.45 2.31  0.083
H -1.49 0.78 3.36  0.067
H -0.46 -0.05 5.89  0.106
H -0.73 -1.90 7.54  0.096
H -2.34 -3.73 7.14  0.093
H -3.75 -3.75 5.10  0.105
N -0.31 1.05 -4.44  0.002
C -1.72 1.18 -4.06  -0.189
C -2.06 0.38 -2.80  -0.532
O -3.19 0.26 -2.38  0.051
O -1.02 -0.24 -2.22  0.004
H -0.18 1.08 -5.44  0.070
H -0.24 -0.07 -2.80  0.089
H 0.22 1.83 -4.05  -0.005
H -2.38 0.79 -4.84  0.117
H -2.01 2.21 -3.86  0.096
C 0.94 -3.24 -0.50  -0.147
C 0.69 -4.76 -0.28  -0.151
N -0.55 -4.97 0.49  -0.170
C -0.41 -4.31 1.79  -0.158
C -0.14 -2.78 1.59  -0.151
N -0.13 -2.47 0.16  -0.154
C -1.42 -2.83 -0.43  -0.156
C -1.67 -4.36 -0.23  -0.159
H 0.94 -2.97 -1.56  0.103
H 1.90 -2.91 -0.09  0.113
H 1.51 -5.22 0.27  0.107
H 0.59 -5.29 -1.23  0.105
H 0.42 -4.78 2.33  0.107
H -1.32 -4.48 2.37  0.099
H 0.82 -2.49 2.01  0.114
H -0.92 -2.18 2.07  0.093
H -1.40 -2.57 -1.48  0.102
H -2.20 -2.22 0.04  0.069
H -1.76 -4.87 -1.19  0.106
H -2.59 -4.55 0.34  0.096
Cl 0.65 1.92 3.59  0.275
C 1.07 0.39 2.60  -0.704
H 0.39 -0.37 3.01  -0.102
H 2.07 0.11 2.96  -0.069
S 0.13 3.27 -1.98  0.472
C 0.56 4.77 -1.16  -0.744
C 1.70 4.87 -0.34  -0.131
C 2.04 6.06 0.28  -0.117
C 1.27 7.20 0.11  -0.146
C 0.13 7.13 -0.70  -0.134
C -0.21 5.93 -1.32  -0.152
H 2.31 3.99 -0.20  0.079
H 2.93 6.11 0.90  0.092
H 1.54 8.14 0.59  0.078
H -0.49 8.00 -0.84  0.083
H -1.10 5.87 -1.94  0.079
C 4.76 1.66 0.68  -0.076
C 4.65 0.13 0.81  -0.419
C 5.53 -0.38 1.95  -0.099
C 4.91 -0.54 -0.52  -0.187
C 6.18 -0.94 -0.90  -0.112
C 6.44 -1.58 -2.12  -0.173
C 5.35 -1.83 -2.96  -0.118
C 4.06 -1.45 -2.64  -0.182
C 2.93 -1.72 -3.60  -0.423
C 2.97 -3.11 -4.24  -0.101
C 2.85 -0.63 -4.68  -0.087
C 3.74 -0.73 -1.39  -0.399
N 2.53 -0.29 -1.06  -0.303
H 4.49 2.16 1.62  0.069
H 4.10 2.01 -0.11  0.061
H 5.79 1.94 0.42  0.072
H 3.61 -0.09 1.05  0.079
H 6.57 -0.06 1.84  0.057
H 5.51 -1.47 1.99  0.073
H 5.17 0.01 2.91  0.062
H 7.02 -0.75 -0.23  0.084
H 7.44 -1.88 -2.39  0.052
H 5.54 -2.34 -3.91  0.084
H 2.02 -1.64 -3.00  0.079
H 3.81 -3.21 -4.94  0.056
H 2.05 -3.32 -4.80  0.061
H 3.09 -3.89 -3.48  0.069
H 3.77 -0.64 -5.28  0.069
H 2.76 0.34 -4.19  0.072
H 1.99 -0.78 -5.34  0.054

Net charge ... -2
Spin multiplicity ... 1
F_max ... 0.0284 hartree/bohr
Gap between HOMO and LUMO ... 3.584 eV



HOMO energy per entry: -11.1, 0.2 eV
Electronic energy per entry: -3484800.5612, -139667.4302 eV